Record 1
59
Properties=species:S:1:pos:R:3:forces:R:3:lowdin_charge:R:1 method="wB97M-V/def2-TZVPD" e_above_lowest_kcal_mol=0.31 homo_lumo_gap_ev=9.726 homo_energy_ev=-9.215 smiles="CC(C)C[C@H](NC(=O)[C@@H]1CCCN1C(=O)OC(C)(C)C)C(=O)NCC(N)=O"
O 1.0412 -0.3065 -1.5748 0.11 0.17 -0.46 0.05
O 3.0004 -0.6847 -0.4623 -0.05 -0.09 0.17 0.05
O 2.5334 2.2739 1.7793 0.41 0.21 0.08 0.03
O -2.3117 2.6418 0.8118 -0.25 0.14 0.20 0.08
O -1.3914 -0.6254 1.4485 -0.21 0.05 0.37 0.06
N -0.3971 1.8835 -0.1111 0.46 0.07 -0.04 0.09
N 1.1620 -1.7404 0.1535 -0.01 -0.09 0.14 0.02
N -1.6682 -0.4440 -0.7864 -0.27 0.18 -0.38 0.12
N 0.7226 1.0692 2.3526 -0.20 -0.32 0.32 0.20
C 3.3607 1.5762 -1.3634 -0.10 -0.26 0.15 -0.01
C -3.8388 0.5089 -0.1150 0.07 -0.14 -0.24 -0.13
C 5.2152 0.0437 -0.6703 -0.45 -0.08 -0.02 -0.01
C 3.8621 -0.4827 -2.7288 -0.18 -0.03 0.30 -0.02
C -2.4599 0.7747 -0.7240 -0.41 0.04 0.51 -0.19
C -4.6970 -0.4652 -0.9264 -0.09 0.19 0.09 -0.43
C 0.7197 -2.8678 2.1459 0.07 -0.02 -0.06 -0.15
C -0.2173 -2.1949 0.0405 -0.22 0.21 -0.23 -0.17
C -5.9125 -0.8788 -0.0991 0.26 -0.07 -0.15 -0.08
C -0.3308 -3.2793 1.1151 -0.04 0.14 0.04 -0.11
C 1.7034 -0.8536 -0.7044 -0.07 -0.26 0.21 -0.51
C 1.3557 2.0119 1.6394 -0.26 0.17 -0.24 -0.53
C -1.7298 1.8601 0.0927 -0.02 -0.18 -0.41 -0.46
C -5.1533 0.1473 -2.2488 0.16 -0.23 0.16 -0.07
C 1.8560 -2.3346 1.2798 0.35 -0.14 0.30 -0.12
C -1.1580 -1.0118 0.3175 0.16 -0.53 -0.50 -0.42
C 0.4706 2.7581 0.6381 0.07 0.21 -0.01 -0.07
C 3.8382 0.1274 -1.3274 0.41 0.40 -0.55 -0.55
H -0.1731 3.4477 1.1948 0.14 -0.04 -0.09 0.13
H 2.5074 -3.1448 0.9306 0.02 0.06 0.10 0.13
H 4.0723 2.1739 -1.9262 0.11 0.05 -0.07 0.09
H -4.1020 -1.3615 -1.1389 -0.03 0.02 0.01 0.13
H 3.2959 1.9683 -0.3511 0.02 0.09 0.05 0.07
H 2.3887 1.6449 -1.8441 -0.02 0.06 -0.06 0.08
H -2.5640 1.1534 -1.7449 0.06 -0.05 0.06 0.16
H 5.9425 0.5912 -1.2617 0.07 0.07 -0.08 0.09
H 5.1694 0.4751 0.3258 0.03 0.07 0.12 0.09
H -4.3493 1.4668 -0.0127 -0.05 0.00 0.05 0.13
H 4.1879 -1.5200 -2.6825 0.07 -0.10 -0.02 0.09
H -1.3319 -3.3112 1.5395 -0.03 -0.06 -0.04 0.12
H 1.1141 3.3315 -0.0347 -0.01 -0.08 0.18 0.13
H -0.0915 -4.2535 0.6882 -0.01 0.00 -0.04 0.12
H 0.0412 1.2093 -0.7282 -0.12 -0.03 0.04 0.11
H 2.8702 -0.4441 -3.1719 -0.01 0.01 -0.07 0.08
H -6.5311 -1.5829 -0.6511 -0.12 -0.07 -0.02 0.07
H -3.6832 0.1106 0.8884 -0.01 0.09 0.02 0.12
H 0.3145 -2.0707 2.7679 0.03 -0.01 0.02 0.10
H 1.0323 -3.6948 2.7793 0.03 0.00 0.04 0.11
H 1.2461 0.5570 3.0430 0.04 0.08 -0.04 0.11
H -6.5160 -0.0074 0.1437 -0.12 0.11 0.06 0.08
H 2.4733 -1.5849 1.7764 -0.02 -0.10 0.00 0.12
H 4.5493 0.0746 -3.3587 0.10 0.06 -0.05 0.09
H -5.8008 -0.5457 -2.7815 -0.07 -0.03 -0.12 0.08
H -4.3096 0.3797 -2.8941 0.06 0.07 -0.15 0.07
H -0.2394 0.8058 2.1901 0.07 -0.01 -0.06 0.08
H -5.6017 -1.3497 0.8304 -0.02 -0.05 0.14 0.08
H -1.2792 -0.7111 -1.6776 0.08 -0.04 0.18 0.14
H -0.4008 -2.5805 -0.9691 -0.01 0.03 0.11 0.16
H 5.5299 -0.9936 -0.5887 0.07 -0.11 -0.01 0.09
H -5.7097 1.0639 -2.0664 -0.09 0.14 0.00 0.08

---

Record 2
58
Properties=species:S:1:pos:R:3:forces:R:3:lowdin_charge:R:1 method="wB97M-V/def2-TZVPD" e_above_lowest_kcal_mol=0.00 homo_lumo_gap_ev=8.612 charge=+4 homo_energy_ev=-22.734
Pt 0.2620 0.1768 0.4338 0.84 0.13 -0.30 1.63
P -1.9357 -0.6166 3.1072 0.05 0.08 0.09 0.67
O -0.7770 -0.3952 2.0729 -0.08 -0.03 -0.14 -0.51
N 1.2935 -1.6687 0.6009 -0.05 -0.04 0.31 -0.14
N -0.8780 -0.9688 -0.7675 -0.45 0.34 -0.05 -0.07
N 0.9872 2.0020 1.2302 -0.33 -0.13 0.59 -0.04
N 1.9893 0.6177 -0.7360 -0.18 -0.04 0.03 -0.11
N -1.1732 1.4818 0.0472 -0.16 -0.24 -0.09 -0.03
C -1.2492 -0.4045 4.7356 -0.10 -0.05 -0.01 -0.13
C -3.3857 3.0162 -0.2108 0.09 -0.04 0.02 0.08
C 2.5142 -1.7506 -0.2654 -0.10 0.21 -0.04 -0.11
C -2.9522 -1.0911 -2.0681 -0.02 0.00 0.01 0.05
C 0.4184 4.3633 1.7232 0.02 -0.03 0.07 0.05
C 2.5704 1.9924 -0.4529 -0.04 -0.12 0.11 -0.09
C 0.3136 -2.7551 0.2298 -0.09 0.04 -0.12 -0.11
C -2.3093 3.4740 0.5476 -0.04 0.02 -0.03 0.09
C -1.9824 -0.4158 -1.1696 0.21 0.13 0.04 -0.17
C -3.2664 0.5537 2.8764 0.02 -0.04 -0.02 -0.14
C 0.1317 2.9741 1.2923 -0.05 -0.07 -0.32 -0.19
C 3.0711 -0.3623 -0.3253 -0.08 -0.12 0.05 -0.12
C -1.1935 2.6580 0.6688 0.07 0.16 0.21 -0.16
C 2.4181 2.2584 1.0473 -0.01 0.05 -0.25 -0.11
C -2.5894 -2.2680 2.9493 -0.02 -0.01 -0.02 -0.14
C -2.2091 0.9780 -0.6554 0.04 -0.12 -0.19 -0.15
C -3.3426 1.7561 -0.8165 0.00 0.02 0.01 0.08
C -0.4090 -2.3250 -1.0446 0.12 -0.18 0.23 -0.11
H 0.2658 -2.2852 -1.9026 -0.07 -0.06 -0.05 0.14
H 1.3302 4.4497 2.3073 0.00 0.01 0.00 0.11
H -0.3834 -2.8673 1.0575 -0.03 0.01 -0.04 0.11
H -1.8320 -3.0073 3.2155 0.01 0.01 0.00 0.08
H 1.7881 0.5188 -1.7318 0.19 0.09 -0.05 0.16
H -2.0339 -0.5990 5.4728 0.01 0.01 0.01 0.10
H 2.6867 3.2885 1.2701 0.03 -0.01 0.02 0.14
H -3.6988 0.4627 1.8791 -0.01 0.00 0.01 0.06
H 3.9226 -0.2436 -0.9960 -0.05 -0.12 -0.09 0.17
H -4.1846 1.3982 -1.3946 -0.02 0.03 0.00 0.15
H -3.4289 -2.3898 3.6391 0.01 0.01 0.02 0.10
H -3.6232 -0.3787 -2.5414 -0.01 0.00 -0.01 0.11
H 3.3882 -0.0746 0.6750 0.11 0.06 -0.05 0.13
H -0.8849 0.6131 4.8758 0.01 0.00 -0.01 0.08
H 3.2231 -2.4658 0.1533 0.04 0.04 0.01 0.17
H -0.4092 4.7219 2.3410 0.00 0.01 -0.01 0.12
H -3.5626 -1.8004 -1.4970 -0.01 0.00 -0.01 0.14
H -2.9577 -2.4556 1.9393 0.00 0.02 0.00 0.07
H 2.2173 -2.1137 -1.2482 0.03 0.00 0.00 0.13
H -2.3384 4.4486 1.0183 -0.03 0.00 0.01 0.15
H -0.4397 -1.1156 4.9035 0.01 0.00 -0.01 0.08
H 2.0394 2.7330 -1.0486 -0.06 0.01 0.05 0.15
H 3.0124 1.6022 1.6771 0.01 0.02 0.03 0.13
H -4.2652 3.6385 -0.3296 0.00 0.01 -0.01 0.16
H 0.4758 5.0286 0.8541 0.00 0.01 0.00 0.14
H -1.2280 -2.9972 -1.2965 -0.01 -0.03 0.09 0.15
H 1.5380 -1.8030 1.5833 0.15 -0.04 -0.05 0.16
H -2.4405 -1.6463 -2.8551 0.01 -0.02 0.02 0.12
H 3.6160 1.9822 -0.7627 0.00 0.05 -0.03 0.16
H 0.8534 -3.6938 0.0978 0.00 0.00 -0.02 0.16
H -2.9188 1.5717 3.0550 0.01 0.00 0.00 0.07
H -4.0559 0.3376 3.6009 0.01 0.00 0.02 0.10

---

Record 3
56
Properties=species:S:1:pos:R:3:forces:R:3:lowdin_charge:R:1 method="wB97M-V/def2-TZVPD" e_above_lowest_kcal_mol=19.69 homo_lumo_gap_ev=3.691 homo_energy_ev=-3.535
Tl 0.1851 -1.2716 0.6549 1.79 3.27 0.85 0.56
P 1.9233 1.8708 -0.1383 -0.84 -0.12 -0.30 0.85
P -1.8830 -0.7201 -0.9376 -0.66 -0.41 -0.78 0.74
O -0.6539 -3.0416 -3.4364 1.20 -1.60 0.31 -0.12
O 0.2727 -3.8511 -1.1919 0.40 -0.28 0.82 -0.25
N 0.0258 1.1781 -2.2508 0.03 0.25 0.00 0.11
C 0.7246 -0.6762 6.4475 -0.13 0.02 -0.24 -0.12
C -1.0033 -0.3641 2.5385 -0.55 -1.15 -0.60 -0.32
C -0.6506 -0.8959 6.2587 0.38 -0.06 -0.40 -0.11
C -0.7924 0.9868 -4.4959 0.24 0.30 0.39 -0.02
C -2.7668 -2.3158 -0.8389 -0.44 -0.19 -0.27 -0.28
C -3.2585 0.4687 -0.7756 -0.32 0.19 0.23 -0.26
C 1.5503 -0.4392 5.3372 -0.37 -0.06 0.12 -0.11
C 2.3080 2.8134 1.3271 0.51 0.44 0.17 -0.21
C -0.3852 -0.5504 3.8502 -0.15 -0.08 0.68 -0.35
C -1.5610 -0.6322 -2.7404 0.66 -0.34 0.04 -0.31
C 1.5935 2.9401 -1.5521 0.37 0.50 -0.18 -0.26
C -1.1948 -0.8653 4.9741 0.79 0.17 0.02 -0.06
C -0.7462 0.5566 -3.1560 -0.11 0.04 -0.38 -0.31
C 0.7484 2.2405 -2.6134 -0.14 0.02 -0.90 -0.33
C 3.2832 0.7904 -0.5936 0.23 -0.18 0.05 -0.21
C 1.0063 -0.3837 4.0536 -0.33 0.18 0.24 -0.09
C -0.0361 2.0905 -4.8824 -0.19 -0.21 0.17 -0.06
C 0.7464 2.7371 -3.9281 0.17 -0.19 0.65 -0.04
H -4.0988 0.1689 -1.4218 0.20 0.10 0.15 0.05
H 3.0637 0.2706 -1.5369 -0.12 0.13 0.32 0.07
H 1.5079 3.5460 1.5027 0.23 -0.22 -0.04 0.06
H 0.2212 -4.6310 -0.6019 0.05 0.57 -0.60 0.06
H -3.3126 -2.3597 0.1130 0.13 -0.02 -0.20 0.05
H -1.9655 -0.8646 2.3840 -0.21 0.70 0.61 0.00
H 2.3715 2.1346 2.1895 -0.05 0.12 -0.26 0.05
H 1.5683 -2.2778 -0.0328 0.50 -1.89 -0.35 -0.17
H 1.3632 3.6047 -4.1526 -0.19 -0.16 -0.15 0.11
H 3.4632 0.0421 0.1908 -0.21 0.19 -0.21 0.05
H -0.9475 0.6495 2.1193 -0.07 -0.42 0.10 0.02
H 2.6231 -0.2889 5.4770 -0.28 -0.08 -0.01 0.09
H 0.0470 -3.0555 -4.1061 -0.21 -0.15 0.27 0.06
H -1.4403 0.4487 -5.1803 0.15 0.15 -0.05 0.11
H -2.5266 -0.6328 -3.2643 0.13 0.01 -0.02 0.09
H -3.4816 -2.3848 -1.6712 0.00 -0.18 0.19 0.05
H -0.2406 -3.4567 -2.5690 -0.55 0.36 -1.17 0.03
H -1.0181 -1.6495 -3.0707 -0.95 1.89 0.64 0.06
H -2.0637 -3.1604 -0.8902 -0.22 0.38 -0.01 0.02
H -3.5984 0.4943 0.2691 0.05 0.06 -0.26 0.04
H 1.1447 -0.6931 7.4524 -0.07 0.01 -0.23 0.09
H -0.0680 2.4501 -5.9102 0.03 -0.08 0.23 0.11
H 2.5532 3.2638 -1.9805 -0.27 0.09 -0.07 0.10
H -2.9255 1.4748 -1.0639 -0.05 -0.24 0.10 0.04
H -1.3002 -1.0783 7.1131 0.16 -0.01 -0.12 0.09
H 1.0843 3.8390 -1.1673 0.08 -0.23 -0.17 0.11
H 0.9630 -3.1758 -0.6961 -0.32 -0.75 -0.22 -0.10
H -2.2576 -1.0371 4.8142 0.16 0.10 0.07 0.10
H 0.7227 1.1712 0.1293 0.29 -0.72 0.12 -0.08
H 4.1901 1.4040 -0.7279 -0.32 -0.12 0.06 0.06
H 3.2674 3.3354 1.1964 -0.28 -0.09 0.22 0.06
H 1.6548 -0.2172 3.1824 -0.30 -0.01 0.34 0.07